# 1
{
  "formula": "C26H43Cl12N2O3P2S",
  "method": "ωB97M-V/def2-TZVPD",
  "total_energy_ev": -216458.268,
  "homo_lumo_gap_ev": 7.0571,
  "e_above_lowest_kj_mol": 0.00,
  "total_charge": 1,
  "symbols": ["C", "C", "C", "C", "C", "N", "P", "S", "C", "P", "O", "O", "O", "N", "C", "C", "C", "C", "C", "C", "C", "C", "H", "H", "H", "H", "H", "H", "H", "H", "H", "H", "H", "H", "H", "H", "H", "H", "H", "H", "H", "Cl", "C", "C", "Cl", "H", "H", "H", "H", "Cl", "C", "C", "Cl", "H", "H", "H", "H", "Cl", "C", "C", "Cl", "H", "H", "H", "H", "Cl", "C", "C", "Cl", "H", "H", "H", "H", "Cl", "C", "C", "Cl", "H", "H", "H", "H", "Cl", "C", "C", "Cl", "H", "H", "H", "H"],
  "positions_angstrom": [[0.854, 2.212, 4.764], [-0.116, 2.902, 4.039], [0.069, 3.346, 2.566], [1.142, 2.567, 1.842], [2.121, 3.198, 1.162], [2.960, 2.216, 0.642], [4.384, 2.643, -0.322], [5.727, 3.581, 0.674], [2.451, 1.041, 1.017], [3.302, -0.505, 0.535], [3.412, -0.500, -0.922], [4.764, -0.571, 1.186], [2.475, -1.746, 1.095], [1.336, 1.194, 1.723], [0.459, 0.165, 2.271], [-0.568, -0.269, 1.214], [-0.229, -0.489, -0.100], [-1.146, -0.919, -1.038], [-2.463, -1.107, -0.679], [-2.830, -0.848, 0.643], [-4.291, -1.037, 1.012], [-1.899, -0.455, 1.570], [0.764, 1.132, 4.940], [1.755, 2.683, 5.175], [-1.051, 3.205, 4.532], [-0.906, 3.328, 2.069], [0.436, 4.393, 2.619], [2.231, 4.265, 1.041], [4.892, 1.499, -0.967], [3.855, 3.481, -1.331], [4.955, -1.481, 1.461], [2.748, -2.574, 0.668], [1.011, -0.719, 2.609], [-0.123, 0.514, 3.123], [0.788, -0.333, -0.461], [-0.798, -1.101, -2.053], [-3.152, -1.452, -1.453], [-4.624, -2.039, 0.716], [-4.902, -0.335, 0.433], [-4.486, -0.877, 2.078], [-2.229, -0.265, 2.593], [-3.585, 0.061, -4.799], [-5.242, 0.627, -4.467], [-5.514, 0.752, -2.990], [-5.566, -0.838, -2.182], [-5.935, -0.061, -4.945], [-5.344, 1.602, -4.944], [-6.485, 1.219, -2.832], [-4.758, 1.357, -2.494], [-1.496, -4.095, 0.320], [-0.711, -4.438, 1.883], [-1.613, -5.204, 2.815], [-2.991, -4.216, 3.371], [-0.401, -3.489, 2.319], [0.181, -5.025, 1.669], [-1.058, -5.504, 3.704], [-2.008, -6.100, 2.343], [4.843, -1.098, -6.732], [4.187, -1.573, -5.146], [5.210, -1.449, -4.045], [6.518, -2.649, -4.200], [3.811, -2.591, -5.227], [3.346, -0.912, -4.940], [4.735, -1.622, -3.079], [5.662, -0.459, -4.031], [-2.461, 6.169, 0.222], [-1.844, 6.966, 1.690], [-0.501, 7.613, 1.465], [0.789, 6.403, 1.200], [-1.801, 6.223, 2.483], [-2.572, 7.725, 1.971], [-0.217, 8.192, 2.342], [-0.513, 8.279, 0.606], [-1.400, 3.679, -8.947], [-0.639, 3.356, -7.371], [-1.546, 2.579, -6.449], [-2.950, 3.540, -5.919], [-0.351, 4.311, -6.935], [0.265, 2.781, -7.567], [-1.001, 2.292, -5.550], [-1.919, 1.675, -6.924], [1.010, -7.606, 2.963], [1.783, -7.938, 4.537], [0.866, -8.691, 5.466], [-0.511, -7.691, 5.998], [2.094, -6.989, 4.967], [2.674, -8.530, 4.334], [1.411, -8.985, 6.362], [0.470, -9.588, 4.996]],
  "mulliken_charge": [-0.69, -0.50, 0.04, 0.58, -0.94, 0.30, 0.24, -0.30, 0.03, 0.36, -0.45, -0.46, -0.38, 0.73, -1.82, 1.67, -0.06, -1.43, -0.58, 0.98, -1.67, -0.71, 0.29, 0.30, 0.40, 0.31, 0.13, 0.19, 0.11, 0.15, 0.35, 0.38, 0.35, 0.36, 0.30, 0.49, 0.46, 0.37, 0.33, 0.36, 0.29, -0.18, -0.38, -0.51, -0.18, 0.34, 0.25, 0.41, 0.29, -0.14, -0.11, -0.31, -0.19, 0.02, 0.27, 0.12, 0.35, -0.19, -0.42, -0.09, -0.18, 0.35, 0.25, -0.02, 0.31, -0.16, -0.43, -0.51, -0.14, 0.26, 0.36, 0.31, 0.38, -0.17, -0.44, -0.38, -0.19, 0.32, 0.30, 0.27, 0.30, -0.18, -0.50, -0.43, -0.17, 0.29, 0.37, 0.31, 0.31]
}

***

# 2
{
  "formula": "C26H43Cl3EuN3O3Si",
  "method": "ωB97M-V/def2-TZVPD",
  "total_energy_ev": -103054.810,
  "homo_lumo_gap_ev": [4.6841, 7.1641],
  "spin_multiplicity": 8,
  "e_above_lowest_kj_mol": 13.53,
  "total_charge": -1,
  "symbols": ["C", "C", "H", "H", "H", "C", "C", "H", "H", "H", "H", "Eu", "Cl", "Cl", "C", "O", "N", "C", "C", "H", "H", "H", "H", "H", "H", "H", "H", "H", "C", "C", "N", "H", "C", "O", "H", "H", "H", "H", "O", "C", "C", "C", "H", "C", "H", "C", "H", "C", "C", "H", "H", "H", "Si", "Cl", "C", "C", "C", "H", "H", "H", "H", "H", "H", "H", "H", "H", "C", "C", "C", "C", "N", "C", "C", "H", "H", "H", "H", "H", "H", "H"],
  "positions_angstrom": [[1.691, -1.683, -5.397], [1.210, -0.489, -4.626], [1.649, -1.475, -6.476], [1.057, -2.564, -5.199], [2.731, -1.914, -5.123], [0.744, 0.606, -5.261], [0.814, 0.863, -6.728], [0.278, 1.426, -4.721], [0.222, 0.174, -7.349], [1.844, 0.850, -7.116], [0.428, 1.874, -6.907], [-0.549, -0.233, 2.255], [2.047, -0.894, 2.757], [-1.650, -2.630, 1.903], [0.271, 2.716, 3.082], [-0.766, 2.100, 3.444], [0.338, 3.883, 2.425], [-0.847, 4.597, 1.963], [1.622, 4.344, 1.891], [1.270, 2.260, 3.233], [-1.744, 4.023, 2.205], [-0.780, 4.758, 0.876], [-0.881, 5.582, 2.446], [2.383, 3.602, 2.136], [1.887, 5.310, 2.338], [1.569, 4.471, 0.800], [-2.174, -1.745, -1.990], [-3.004, 0.439, -3.541], [-3.074, -1.379, -1.474], [-3.606, 0.730, -2.671], [-3.099, 0.078, -1.470], [-3.072, -1.760, -0.451], [-2.771, 0.788, -0.372], [-2.416, 0.289, 0.710], [-3.556, 1.815, -2.546], [-2.850, 1.882, -0.510], [-3.948, -1.734, -2.029], [-4.647, 0.435, -2.862], [0.640, -1.503, -2.444], [1.453, -0.521, -3.111], [-0.093, 1.353, -2.426], [1.208, 0.846, -2.509], [-0.933, 0.699, -2.680], [-0.290, 2.685, -2.063], [2.517, -0.792, -2.962], [2.294, 1.618, -2.085], [-1.304, 3.096, -2.031], [0.801, 3.488, -1.714], [2.091, 2.942, -1.696], [3.277, 1.139, -2.061], [0.621, 4.526, -1.423], [2.939, 3.542, -1.347], [1.042, -2.985, -1.926], [0.633, 1.250, 0.701], [-0.378, -4.155, -2.272], [1.284, -2.904, -0.062], [2.686, -3.569, -2.616], [-1.223, -3.673, -2.781], [-0.740, -4.555, -1.317], [-0.069, -5.007, -2.897], [2.767, -3.584, -3.710], [2.838, -4.596, -2.253], [3.518, -2.961, -2.234], [1.894, -2.058, 0.285], [1.749, -3.829, 0.306], [0.314, -2.819, 0.464], [-0.618, -1.483, 9.236], [-0.696, -1.417, 7.738], [0.315, -0.795, 7.007], [0.185, -0.677, 5.619], [-0.905, -1.099, 4.956], [-1.833, -1.788, 5.642], [-1.779, -1.951, 7.035], [0.426, -1.574, 9.544], [-1.024, -0.584, 9.718], [-1.174, -2.336, 9.630], [1.208, -0.397, 7.497], [0.978, -0.246, 4.990], [-2.653, -2.235, 5.072], [-2.588, -2.487, 7.531]],
  "mulliken_charge": [-1.47, 0.20, 0.45, 0.17, 0.30, 0.44, -1.79, 0.26, 0.37, 0.37, 0.39, 0.78, -0.68, -0.74, 0.27, -0.75, 0.17, -0.82, -0.61, 0.35, 0.28, 0.18, 0.30, 0.25, 0.34, 0.04, 0.20, 0.34, -0.91, -0.97, 0.25, 0.26, 0.20, -0.51, 0.29, 0.24, 0.34, 0.35, -0.29, 0.38, -0.10, 1.03, 0.24, -0.77, 0.31, -0.75, 0.25, -0.55, -0.91, 0.32, 0.57, 0.30, 0.72, -0.25, -1.37, -0.34, -1.28, 0.34, 0.37, 0.40, 0.33, 0.45, 0.30, 0.09, 0.35, -0.25, -1.36, 1.23, -0.91, -0.02, -0.01, -0.47, -0.62, 0.35, 0.25, 0.36, 0.31, 0.20, 0.36, 0.31]
}